Record 1
C34H45GeN5PbS4 | the ωB97M-V functional and the def2-TZVPD basis

Results
molecular weight = 931.847 g mol⁻¹
HOMO energy = 0.0348 Eh
ΔE to the lowest compared entry with this formula, charge and spin = 31.1 kcal per mole

ORCA input file:
```
! RIJCOSX wB97M-V def2-TZVPD def2/J DEFGRID3
* xyz -2 1
H 5.005 1.479 -0.154
S 1.974 -3.570 7.592
N 0.538 -3.672 6.750
H 3.281 -0.139 0.901
H 1.132 -2.159 -4.753
C -1.506 -3.328 4.628
H 2.373 4.262 -5.421
H -1.098 -5.230 0.585
H -2.594 -2.229 1.620
C 3.075 -0.626 1.849
H -0.084 3.981 -0.759
H 0.829 0.077 -5.743
H -3.468 2.796 -3.134
C 1.781 1.402 -2.708
C 0.754 -0.021 -4.652
N -0.691 -2.008 2.322
C -3.912 1.189 -1.790
H -3.549 2.686 2.806
H 3.439 4.391 -3.169
C -4.076 1.753 0.951
C 2.094 -2.562 5.419
H 4.094 3.546 -1.309
C 0.188 -2.230 3.319
H 4.471 -1.447 4.830
H 5.034 -0.259 2.680
Pb 0.112 -0.140 -0.249
C 1.547 -1.270 -4.264
C -3.068 2.052 2.056
C 1.562 2.292 -5.009
C 1.365 1.265 -4.103
H -1.539 5.043 0.931
C -1.859 4.105 0.470
C 2.812 3.537 -3.425
N 1.873 -1.136 1.986
C 2.469 -1.890 4.201
H -0.876 -0.569 -3.323
H -4.995 1.278 -1.911
C -3.250 2.538 -2.094
H -4.299 2.647 0.371
C 2.657 2.541 -2.476
H -2.792 1.120 2.555
C 2.175 -3.536 -1.213
S -1.463 2.495 -1.856
H -1.782 -2.291 -1.013
H 5.151 1.479 -1.923
H 0.351 -5.910 -2.638
C -0.735 -0.238 -4.353
H -1.297 0.682 -4.524
C 2.654 2.827 0.076
C 1.550 -1.743 3.149
H 2.086 3.762 0.024
C -0.206 -4.970 -2.681
H -3.414 -3.434 3.660
H -1.408 4.870 -1.487
H 3.300 2.879 0.959
C 0.786 -3.065 5.570
C -1.927 -2.421 2.457
H 2.469 -2.686 -0.593
C -0.170 -2.884 4.515
H 0.343 -4.549 1.340
H -3.687 3.323 -1.476
H 0.057 -4.447 -3.602
S -1.459 2.751 1.598
H -3.568 0.439 -2.506
H 1.954 2.002 0.200
H 1.505 -1.406 -3.185
C 3.758 -1.347 4.021
C -2.385 -3.100 3.606
N 2.908 -2.759 6.473
C 3.477 2.644 -1.203
H 1.193 2.150 -6.024
H 3.876 0.528 -1.160
H 2.595 -1.169 -4.559
H -1.797 -3.842 5.536
H 2.713 -4.420 -0.862
C -0.043 -5.001 0.428
N 1.407 0.564 -1.761
C 4.440 1.458 -1.093
H -1.273 -5.198 -2.708
C 4.062 -0.704 2.852
H -2.941 4.175 0.360
C 2.235 3.472 -4.692
S -3.537 0.448 -0.180
H 0.499 -5.932 0.241
C -1.168 3.986 -0.888
H -1.143 -1.017 -5.008
Ge 0.236 -3.833 -1.124
H 2.477 -3.315 -2.238
C -0.711 -2.159 -1.237
H -5.013 1.453 1.428
*
```

***

Record 2
C4H6N2 | the ωB97M-V functional and the def2-TZVPD basis

Results
molecular weight = 82.106 g mol⁻¹
HOMO energy = -0.2886 Eh
ΔE to the lowest compared entry with this formula, charge and spin = 83.6 kcal per mole

ORCA input file:
```
! RIJCOSX wB97M-V def2-TZVPD def2/J DEFGRID3
* xyz 0 1
H 0.856 1.284 1.411
H -1.267 -0.765 1.430
N -0.987 0.954 -1.243
N -1.002 0.135 1.057
H -1.387 1.797 -0.849
H -0.319 1.142 -1.983
C 1.240 -0.784 0.431
H 0.281 -1.969 -1.197
C 0.450 0.360 1.005
C 0.418 -1.088 -0.574
C -0.471 0.117 -0.244
H 2.188 -1.183 0.757
*
```

***

Record 3
C38H98ClN6O18 | the ωB97M-V functional and the def2-TZVPD basis

Results
molecular weight = 962.679 g mol⁻¹
HOMO energy = -0.2198 Eh

ORCA input file:
```
! RIJCOSX wB97M-V def2-TZVPD def2/J DEFGRID3
* xyz -1 1
C -3.617 -2.858 -1.611
H -4.893 -0.734 1.462
C -1.481 5.196 1.246
O -4.765 5.224 -1.132
O 2.295 -5.118 3.814
H -8.090 5.693 -0.290
H 1.017 -8.621 -4.947
H 0.775 -6.311 -4.200
H -7.982 -3.844 6.544
H -6.905 6.268 0.897
H -6.996 3.272 -1.211
C 1.883 -9.071 -4.463
H 5.254 -0.713 -5.013
C -3.469 2.317 3.129
H -3.008 2.907 3.921
H -5.045 0.636 -0.857
C 2.928 -9.599 -6.532
C -4.143 -1.476 1.734
H -6.570 5.616 -2.032
C 6.442 -3.405 -1.892
H 4.863 4.267 0.551
H 3.831 -9.238 -7.023
C -7.209 1.674 0.254
C 4.776 -0.255 2.480
H 4.535 2.331 0.978
H 3.515 -2.278 1.261
H 0.828 7.371 0.395
H -3.476 -1.047 2.482
H -2.652 -2.630 0.819
H -4.776 4.769 -3.117
H 3.363 0.783 -0.333
H -6.792 -3.960 3.790
N 4.191 1.196 -0.738
H 7.079 3.093 3.301
C 3.845 0.039 -2.967
H -0.896 -5.554 -2.603
H -0.117 6.330 2.041
H 7.974 4.207 -1.437
Cl 0.206 -0.227 0.802
H -4.515 2.294 -0.800
H 5.322 -3.663 0.451
H 0.056 -4.286 0.629
H -3.208 -1.985 -2.120
O 5.212 -0.191 -3.067
H 2.471 -3.107 3.795
H 8.348 1.954 3.170
C 5.954 0.541 3.162
N -0.796 6.457 1.304
C 6.948 4.458 -1.168
H -7.658 0.918 -0.390
H 6.993 5.239 -0.410
H -2.616 1.708 2.830
C -7.426 3.145 -0.217
O 6.243 3.417 -0.711
H 2.100 -9.246 -7.147
H 6.526 -1.315 -4.058
H 2.321 -5.819 3.158
C 4.053 2.473 0.011
O -0.036 7.077 -2.293
C -4.072 5.190 -2.399
H 2.674 1.654 -2.132
C -6.945 -3.508 6.557
H 4.375 4.266 -1.146
H 0.288 -4.333 -2.901
H 0.437 3.729 5.054
H 1.080 -7.524 -1.538
H -5.268 -3.089 1.544
H -2.689 -3.377 -1.373
H 1.272 3.233 3.523
H -0.400 7.049 -4.324
C 5.446 -1.172 -4.043
H 6.571 4.838 -2.118
H 3.149 -7.924 -3.138
H -0.313 2.533 4.049
H -5.382 -1.284 3.976
O 6.545 1.336 2.109
H -0.109 -3.189 -0.766
H 2.172 -9.275 -2.472
C 4.847 -2.935 -0.206
O -4.079 3.034 2.141
O 0.513 -5.201 -1.016
H 3.274 0.231 -3.875
H 7.776 2.623 1.715
H 4.081 -0.811 3.110
H -2.378 5.332 1.849
C -3.454 -1.969 0.490
H 5.680 -3.949 -2.449
O -0.395 4.455 3.274
H -6.610 -1.592 2.814
C -6.067 5.839 -1.091
H -2.972 -1.112 0.019
H 4.164 -3.575 -0.765
C 0.148 -5.300 -2.418
C 4.230 -1.788 0.599
H -1.055 8.112 -0.931
C 2.169 -8.399 -3.122
O 5.769 -2.418 -1.199
C -0.557 4.157 1.892
C -0.821 7.416 -3.388
H -7.782 1.445 1.152
H -0.895 3.120 1.885
H -3.862 6.226 -2.664
H 2.980 2.629 0.119
H 6.646 -0.187 3.585
H -4.673 2.409 1.720
C -0.254 -4.210 -0.413
H 3.620 -1.036 0.098
O -5.850 1.404 0.781
H -4.215 1.692 3.622
C 0.318 3.421 4.015
H 6.611 -4.252 -1.227
H -5.267 -3.562 4.615
N -4.853 -2.596 2.322
H 5.789 -2.038 1.781
O -1.006 0.538 1.178
H 3.266 -0.751 -2.489
H 0.628 5.683 -0.002
H 4.122 0.518 2.076
C 3.714 1.327 -2.124
H 2.282 -3.910 2.199
H -1.578 6.475 -1.178
H -3.698 1.190 0.206
H 1.461 -10.056 -4.266
O 0.246 -1.458 1.606
N 1.035 -7.570 -2.546
H -5.850 3.998 0.421
C -4.693 1.414 -0.181
H -3.134 4.636 -2.439
O 0.207 -0.402 -0.638
C 1.969 -3.903 3.244
H -6.847 -2.954 7.490
O -6.878 -2.664 5.476
H -1.325 -4.372 -0.292
H -0.652 8.457 -3.662
H 4.869 -2.096 -4.097
H -1.632 4.866 0.217
H 7.348 -3.357 -2.497
O 1.420 0.496 1.167
O -4.332 -2.679 -0.436
H 5.623 1.206 3.960
H -4.058 -3.467 -2.401
C 1.065 -6.282 -3.149
H 0.913 -3.639 3.290
H 2.954 -10.689 -6.534
C 0.082 6.612 0.160
N -6.811 4.180 0.672
C -6.245 -3.181 4.320
H -6.325 -4.399 6.655
H 4.350 2.120 -2.518
C -5.806 -2.080 3.364
O 3.001 -9.032 -5.212
C 7.424 2.265 2.682
H -1.889 7.201 -3.417
N 5.319 -1.237 1.383
H -8.463 3.424 -0.404
C -0.688 7.100 -1.100
C -7.091 5.532 0.115
C 4.859 3.678 -0.366
H 2.032 -5.783 -3.093
H 0.354 4.033 1.307
H -5.960 6.924 -1.075
*
```

***

Record 4
C10H9BrClN3 | the ωB97M-V functional and the def2-TZVPD basis

Results
molecular weight = 286.560 g mol⁻¹
HOMO energy = -0.2903 Eh
ΔE to the lowest compared entry with this formula, charge and spin = 0.0 kcal per mole

ORCA input file:
```
! RIJCOSX wB97M-V def2-TZVPD def2/J DEFGRID3
* xyz 0 1
C -1.714 -1.152 -0.042
H 1.682 -0.099 -1.179
C -2.097 0.030 -1.872
H 1.506 -0.725 3.927
H -0.573 -1.287 2.354
N 1.727 0.204 -2.151
C -0.313 0.489 1.209
H -1.789 -1.865 0.715
C 1.821 -0.690 -2.949
N 1.244 2.038 1.987
H -0.128 2.521 0.483
H 2.540 1.290 3.484
Br 1.701 -2.570 -2.543
N -1.216 0.741 -1.070
H -3.043 -1.798 -1.822
C 1.644 1.172 2.858
C -0.958 0.007 0.036
C 1.088 -0.083 3.068
H -0.906 1.733 -1.227
H -2.342 0.367 -2.846
Cl 2.247 -0.542 -4.611
C 0.016 -0.391 2.261
C 0.333 1.730 1.168
C -2.470 -1.119 -1.241
*
```

***

Record 5
C5H8N3O | the ωB97M-V functional and the def2-TZVPD basis

Results
molecular weight = 126.139 g mol⁻¹
HOMO energy (alpha / beta) = -0.4607 / -0.4624 Eh
ΔE to the lowest compared entry with this formula, charge and spin = 144.6 kcal per mole

ORCA input file:
```
! RIJCOSX wB97M-V def2-TZVPD def2/J DEFGRID3
* xyz 1 1
H -2.883 0.831 0.283
C -0.715 1.213 -0.237
N 2.844 -1.164 0.800
H -3.394 -0.918 -0.528
H -0.874 1.722 -1.152
H -2.635 -0.832 0.985
H 0.287 1.227 -0.046
C 4.145 0.760 0.059
C -2.609 -0.273 0.079
N 0.562 -1.786 0.389
H 1.303 -2.279 0.836
C -1.219 -0.227 -0.513
H -1.186 1.620 0.668
C -0.309 -1.119 0.042
H -1.373 -0.247 -1.591
N 3.477 -0.255 0.320
O 4.578 1.726 -0.393
*
```

***

Record 6
C33H55AlBr2Cl2F4GaMgN5O13 | the ωB97M-V functional and the def2-TZVPD basis

Results
molecular weight = 1157.541 g mol⁻¹
HOMO energy = -0.4557 Eh
ΔE to the lowest compared entry with this formula, charge and spin = 55.8 kcal per mole

ORCA input file:
```
! RIJCOSX wB97M-V def2-TZVPD def2/J DEFGRID3
* xyz 2 1
H 2.723 -3.334 -1.148
H 4.123 -5.745 0.032
H 2.571 -0.434 -1.574
C 5.915 3.312 2.395
H 2.529 2.222 -2.108
H 1.992 -4.842 -0.515
H -0.318 8.038 0.673
N -0.926 1.860 5.984
O -0.390 1.169 5.125
C 3.316 -4.193 -4.300
C -4.576 -0.949 -0.191
O -1.621 5.785 -0.974
H 2.193 -6.457 -2.876
O -2.171 -3.234 0.090
C 1.549 -0.143 -1.194
C 4.221 -4.418 -3.103
H 5.072 -5.041 -3.388
H -1.717 1.032 -2.682
N 0.004 -3.215 -5.613
O -1.511 2.909 5.752
O -0.107 -1.045 -6.259
H 1.733 2.621 1.991
C 4.647 -0.553 -6.401
H 5.594 -0.072 -6.173
H 0.927 0.004 -2.135
Al -5.496 -6.109 -0.020
F -5.228 -2.696 1.483
H -2.711 2.992 4.388
H 2.518 1.215 0.228
H -4.961 -0.367 0.689
H -3.084 1.242 4.166
H 5.710 2.631 4.422
H -3.627 -1.492 0.044
C -5.077 3.630 0.362
C -0.194 0.222 7.670
H 5.416 -5.848 -1.198
C 0.413 1.436 0.590
H -3.110 0.837 1.221
H 1.059 -0.987 -0.643
N -1.419 -2.782 0.965
H -3.849 3.567 -1.514
C -1.772 1.993 2.611
H 2.461 -3.559 -4.036
C 1.570 1.224 -0.397
H 2.152 3.306 -0.731
C -2.943 2.213 3.596
C 1.726 2.466 -1.358
C -1.007 0.945 0.385
Cl 4.966 -2.097 -7.201
Cl 3.743 -0.784 -4.898
C -0.797 0.508 9.982
H 3.873 -3.680 -5.087
H 3.905 -7.014 -2.832
Br 3.381 2.811 3.623
H -3.582 4.775 0.965
C 0.695 2.220 1.816
H -0.544 -1.972 -8.518
H -0.466 -3.639 -8.060
F -5.265 -4.095 -0.275
C -5.845 -2.864 0.275
C -1.499 2.142 8.362
H -5.541 4.158 -1.683
C -0.346 2.527 2.806
H -1.547 8.227 -0.587
H 5.602 4.352 2.462
H -0.042 -4.193 -5.827
C -0.160 -0.222 8.983
H 2.082 -5.234 -5.392
H 1.612 -4.297 -2.166
H -0.103 3.151 3.703
C -0.564 7.812 -0.365
C -1.462 1.689 9.672
O -1.337 0.269 -0.743
H 0.169 8.290 -1.015
H 0.717 2.708 -1.808
H -6.392 1.736 -1.010
H -3.918 2.421 3.078
N 3.556 -5.126 -1.917
Mg -0.962 3.010 -2.372
O 2.836 -5.427 -4.821
C 2.382 -4.338 -1.399
H -2.165 2.176 -1.230
H 0.302 -0.356 6.900
H 5.376 1.369 3.220
H 4.064 0.076 -7.068
H -4.308 -0.327 -3.119
N -0.412 -2.670 -7.806
H -1.955 2.254 10.453
C -2.065 1.213 1.393
O -5.651 2.877 1.111
H 2.883 -7.060 -1.366
O -4.558 4.815 0.917
Ga -4.134 0.421 -1.695
C -0.168 -2.228 -6.541
H 0.191 -2.923 -4.659
H -5.885 2.075 -2.700
C -0.537 6.302 -0.583
H -2.020 3.062 8.131
H 4.918 -4.254 -0.546
H -0.775 0.154 11.006
F 1.035 -1.475 -3.265
H 0.359 -1.140 9.231
C 5.284 2.430 3.440
O -5.640 -1.879 -0.615
C -0.869 1.400 7.369
O 0.552 5.741 -0.353
O -1.637 -1.647 1.444
C 4.584 -5.253 -0.823
C -2.175 1.095 -1.627
H 4.587 -3.461 -2.727
F -7.167 -3.092 0.553
C 3.102 -6.520 -2.288
H 7.002 3.260 2.454
C -4.906 3.360 -1.184
C -5.484 1.958 -1.648
O -0.460 -3.445 1.365
Br 5.474 2.701 0.596
*
```